ORCA calculation (ωB97M-V/def2-TZVPD) on an isolated molecule of ClFH2NOP in a non-equilibrium geometry.

Each line ends with the natural charge from an NBO analysis.
Element x y z (Å)
1 N -0.63252 -0.94182 0.73293  -1.274
2 P 0.13200 -0.06864 -0.20334  2.103
3 O -0.83790 0.92747 -0.85080  -0.938
4 F 1.18524 1.18599 0.66830  -0.614
5 Cl 1.41818 -0.68805 -1.52147  -0.183
6 H 0.02648 -1.55091 1.22215  0.392
7 H -1.29148 1.13597 -0.04777  0.514

Cartesian forces (eV/Å) of the 3 atoms listed first:
N 0.25 -1.93 1.47
P 3.49 3.39 1.80
O 0.13 0.65 -1.92

Calculated values
Gap between HOMO and LUMO, eV: 11.27
E, eV: -28100.0202
Energy relative to the best compared isomer or geometry (same formula, charge and spin), eV: 0.894
Charge: 0
SMILES string: N=[P@@](O)(F)Cl